No. 1
Formula: C33H31N9O4S2W
Source: the OMol25 dataset
Level of theory: ωB97M-V with the def2-TZVPD basis set

Output
Gap between HOMO and LUMO in Eh: 0.2179
Molecular weight in u: 865.64
HOMO in eV: -7.065
Lowest unoccupied orbital energy in eV: -1.134
Strongest force on any atom in eV/Å: 3.0

Each line ends with the Löwdin charge.
Atoms and positions in Å:
W (-0.12040, 0.09380, 0.14820)  1.622
N (-3.30100, -3.27170, -0.61260)  0.065
C (-2.36260, -2.36920, -0.17720)  -0.813
S (-1.07230, -1.96310, -1.28360)  0.709
N (-2.50830, -1.85090, 0.99060)  -0.008
N (-1.64040, -0.86400, 1.39100)  -0.164
C (-1.79360, -0.57970, 2.67760)  -0.073
C (-1.07740, 0.37930, 3.43260)  -0.158
C (-1.59840, 0.75030, 4.68990)  -0.033
C (-0.99460, 1.70200, 5.47270)  -0.089
C (0.21080, 2.26680, 5.06350)  -0.066
C (0.76770, 1.90860, 3.85360)  -0.005
C (0.12380, 1.01480, 2.99360)  -0.319
O (0.63670, 0.79000, 1.79280)  -0.228
H (-2.96270, -3.92970, -1.29710)  0.078
H (-3.86000, -3.66850, 0.12950)  0.092
H (-2.58950, -1.12600, 3.18200)  0.138
H (-2.51570, 0.27780, 5.00950)  0.115
H (-1.45360, 2.00620, 6.40000)  0.103
H (0.70600, 2.99450, 5.68600)  0.106
H (1.70050, 2.33580, 3.51490)  0.125
C (0.51910, -3.21170, 3.06350)  -0.073
O (1.79020, -3.62830, 2.61610)  -0.067
C (2.50640, -2.76490, 1.83520)  -0.199
C (3.89090, -2.90400, 1.86150)  -0.008
C (4.71680, -2.04520, 1.15570)  -0.095
C (4.18310, -1.00140, 0.42420)  -0.042
C (2.79950, -0.87030, 0.34690)  -0.152
C (2.12270, 0.16150, -0.43300)  -0.170
N (1.24410, -0.21000, -1.41590)  -0.202
N (1.11970, 0.74460, -2.40520)  0.068
C (0.63850, 1.85850, -1.95630)  -0.550
O (0.22150, 1.92080, -0.71160)  -0.308
C (0.48470, 3.00850, -2.85140)  -0.169
C (-0.39890, 4.02810, -2.51260)  -0.043
C (-0.59030, 5.08490, -3.38120)  -0.082
C (0.11570, 5.13900, -4.57120)  -0.092
C (1.01290, 4.13430, -4.90080)  -0.080
C (1.19880, 3.06660, -4.04530)  -0.019
C (1.94440, -1.76660, 1.02060)  -0.234
O (0.63840, -1.56780, 0.86030)  -0.328
H (-0.24170, -3.31660, 2.28580)  0.083
H (0.53420, -2.17310, 3.40850)  0.091
H (0.27040, -3.86190, 3.90160)  0.094
H (4.30400, -3.69070, 2.47130)  0.115
H (5.78510, -2.18850, 1.19010)  0.098
H (4.82500, -0.32060, -0.11480)  0.108
H (2.69650, 1.08520, -0.62480)  0.150
H (-0.93210, 3.96830, -1.57550)  0.100
H (-1.28860, 5.86940, -3.12870)  0.100
H (-0.02130, 5.97900, -5.23660)  0.099
H (1.56660, 4.19290, -5.82630)  0.101
H (1.88910, 2.26920, -4.26890)  0.111
C (-5.07270, 1.86660, -2.54530)  -0.057
N (-4.54660, 0.57940, -2.88510)  -0.169
C (-5.31180, -0.36830, -3.67060)  -0.112
C (-4.36060, -1.56990, -3.77710)  -0.132
N (-3.09300, -0.99420, -3.37270)  0.008
C (-3.27560, 0.17900, -2.74790)  -0.724
S (-2.09940, 1.05100, -1.92210)  0.825
H (-5.31610, 2.43380, -3.44740)  0.095
H (-4.32170, 2.41240, -1.97970)  0.049
H (-5.97120, 1.74940, -1.93760)  0.091
H (-5.54880, 0.06250, -4.64990)  0.125
H (-6.24470, -0.61080, -3.15780)  0.123
H (-4.29780, -1.96860, -4.79030)  0.117
H (-4.64970, -2.37460, -3.09300)  0.107
H (-2.29070, -1.57310, -3.13280)  0.026
N (-4.54500, 4.75520, 4.25810)  0.186
C (-3.95900, 4.12270, 3.49080)  -0.177
C (-3.23790, 3.35790, 2.57440)  -0.193
C (-1.89480, 3.66070, 2.25760)  0.023
C (-1.19470, 2.84210, 1.41890)  -0.098
N (-1.69530, 1.70480, 0.85230)  -0.071
C (-3.02580, 1.49000, 1.07690)  -0.145
C (-3.80100, 2.24470, 1.90720)  0.017
H (-1.41900, 4.52710, 2.69250)  0.131
H (-0.16730, 3.08530, 1.16640)  0.128
H (-3.46140, 0.65100, 0.54170)  0.100
H (-4.83830, 1.98990, 2.06190)  0.125

No. 2
Formula: C33H32B2F4HfN8OPS4
Source: the OMol25 dataset
Level of theory: ωB97M-V with the def2-TZVPD basis set

Output
Net charge: +1
ΔE to the lowest compared entry with this formula, charge and spin in eV: 1.489
Gap between HOMO and LUMO in Eh: 0.2570
Molecular weight in u: 992.02
HOMO in eV: -9.595
Lowest unoccupied orbital energy in eV: -2.601
Strongest force on any atom in eV/Å: 3.9

Each line ends with the Löwdin charge.
Atoms and positions in Å:
Hf (10.81882, 12.24217, 10.86366)  1.418
C (13.20164, 14.59364, 14.11888)  -0.018
N (12.11954, 13.86947, 14.72128)  -0.118
C (12.10908, 13.58116, 16.02949)  -0.076
C (10.91971, 13.07590, 16.40056)  -0.021
N (10.19395, 13.02644, 15.20910)  0.010
B (8.88910, 12.07294, 15.28635)  -0.380
N (7.88055, 12.04142, 14.10434)  0.002
C (6.56712, 12.27809, 14.22331)  -0.059
C (5.93248, 11.91276, 13.10893)  -0.032
N (6.88271, 11.44364, 12.26506)  -0.106
C (6.59908, 11.00862, 10.91959)  -0.002
C (8.08104, 11.48623, 12.92676)  -0.616
S (9.48057, 10.63311, 12.31943)  0.688
C (10.89379, 13.51809, 14.24696)  -0.708
S (10.32064, 14.02728, 12.71100)  0.759
H (14.12410, 14.31740, 14.58574)  0.084
H (13.03430, 15.64150, 14.24114)  0.098
H (13.30369, 14.33160, 13.02598)  0.089
H (13.02166, 13.65848, 16.66831)  0.152
H (10.50425, 12.62728, 17.24579)  0.109
H (8.34641, 12.47982, 16.25084)  0.076
H (9.26044, 10.91663, 15.41822)  0.084
H (6.19243, 12.93134, 15.00523)  0.142
H (4.87580, 11.91639, 12.95079)  0.133
H (7.20659, 10.12196, 10.70278)  0.077
H (6.77179, 11.86663, 10.26428)  0.097
H (5.48682, 10.78024, 10.86389)  0.124
N (12.37032, 10.68808, 14.23530)  0.157
C (13.20484, 11.24035, 13.37014)  -0.680
N (12.86293, 11.86008, 12.22381)  -0.021
C (13.96071, 12.28486, 11.55792)  -0.409
C (15.13431, 12.05391, 12.20122)  -0.354
S (14.88925, 11.22888, 13.65272)  1.128
C (13.81092, 12.85738, 10.20004)  -0.342
C (14.74858, 13.56837, 9.50819)  -0.284
S (14.11905, 13.92739, 7.91014)  1.136
C (12.70712, 13.09337, 8.28332)  -0.693
N (12.65191, 12.55823, 9.50250)  -0.047
N (11.58610, 13.02957, 7.56705)  0.156
H (11.41385, 10.51042, 13.94368)  0.036
H (12.71183, 9.90762, 14.76900)  0.107
H (16.12524, 12.23398, 11.86046)  0.080
H (15.71928, 13.88406, 9.83709)  0.082
H (11.58464, 13.33523, 6.60302)  0.132
H (10.94332, 12.28233, 7.81076)  0.054
O (10.10444, 11.26458, 9.08531)  -0.347
C (9.69087, 10.40375, 8.24874)  -0.100
C (9.40812, 9.10114, 8.82088)  -0.278
C (8.27949, 8.46929, 8.22228)  -0.017
C (7.86971, 7.20026, 8.62907)  -0.058
C (8.63725, 6.55438, 9.57038)  -0.075
C (9.75968, 7.13241, 10.11194)  -0.075
C (10.11832, 8.43966, 9.80749)  -0.379
P (11.51080, 9.22903, 10.53261)  1.032
C (12.08134, 8.20637, 11.99476)  -0.317
C (13.38280, 7.84037, 12.29372)  -0.095
C (13.73563, 7.19699, 13.48021)  -0.077
C (12.72551, 6.86266, 14.35548)  -0.086
C (11.38888, 7.14921, 14.06631)  -0.058
C (11.07325, 7.82334, 12.90350)  -0.159
C (12.70001, 9.13623, 9.19604)  -0.334
C (13.94911, 9.71543, 9.43647)  -0.118
C (15.03778, 9.59692, 8.58557)  -0.050
C (14.84429, 8.84591, 7.46295)  -0.086
C (13.69002, 8.17156, 7.26865)  -0.082
C (12.59050, 8.31450, 8.07244)  -0.045
H (7.86584, 8.97967, 7.36001)  0.111
H (7.02801, 6.74840, 8.10461)  0.115
H (8.28291, 5.57569, 9.95457)  0.126
H (10.27966, 6.55547, 10.89627)  0.116
H (14.19063, 8.04574, 11.57905)  0.109
H (14.78301, 6.91630, 13.69265)  0.122
H (12.89978, 6.35504, 15.27260)  0.099
H (10.65308, 6.82362, 14.78809)  0.114
H (10.09535, 8.08132, 12.73630)  0.031
H (14.01045, 10.27226, 10.31876)  0.051
H (15.96316, 10.04147, 8.82376)  0.101
H (15.61465, 8.77264, 6.67997)  0.126
H (13.59055, 7.44219, 6.47309)  0.119
H (11.67266, 7.76280, 7.93892)  0.111
F (8.62268, 14.01233, 8.40864)  0.189
B (9.00954, 14.30138, 9.69427)  -1.149
F (8.47996, 15.40098, 10.18937)  0.258
F (8.76430, 13.08060, 10.61753)  -0.140
F (10.48444, 14.24469, 9.89202)  -0.049

No. 3
Formula: C33H32Cl5N4O3RbS2Te
Source: the OMol25 dataset
Level of theory: ωB97M-V with the def2-TZVPD basis set

Output
Net charge: -2
ΔE to the lowest compared entry with this formula, charge and spin in eV: 2.783
Gap between HOMO and LUMO (spin up / spin down) in Eh: 0.1374 / 0.1996
Molecular weight in u: 987.11
HOMO (spin up / spin down) in eV: -1.756 / -2.201
Lowest unoccupied orbital energy (spin up / spin down) in eV: 1.982 / 3.231
Strongest force on any atom in eV/Å: 2.1

Each line ends with the Löwdin charge.
Atoms and positions in Å:
Rb (-0.05822, 0.06120, 0.25459)  0.698
Cl (1.18705, 5.41436, 6.30376)  0.589
C (1.23418, 4.40511, 4.88532)  -0.699
C (1.96000, 4.84830, 3.77485)  -0.152
C (1.98083, 4.06165, 2.66315)  -0.583
Cl (2.91835, 4.55520, 1.30386)  0.702
C (1.24392, 2.82150, 2.50960)  -0.449
O (1.22713, 2.20809, 1.43520)  -0.145
C (0.57812, 2.39692, 3.72685)  -0.155
C (-0.12695, 1.14610, 3.77845)  -0.247
O (-0.40225, 0.40523, 2.85575)  -0.149
C (0.59216, 3.19808, 4.87518)  -0.094
H (2.50054, 5.78280, 3.80378)  0.096
H (-0.44668, 0.87024, 4.81263)  0.127
H (0.06758, 2.86788, 5.76130)  0.104
C (3.35274, 0.28341, 4.48094)  -0.040
C (4.80081, 0.25031, 3.97910)  -0.539
C (5.50417, -0.95840, 4.61255)  -0.047
C (5.49598, 1.54216, 4.43685)  -0.048
C (4.90502, 0.14353, 2.46214)  -0.156
C (6.16826, 0.16679, 1.85038)  -0.049
C (6.32820, 0.08078, 0.48210)  -0.102
C (5.19931, -0.02294, -0.30484)  -0.482
S (5.06572, -0.13264, -2.03274)  1.039
C (3.28099, -0.23578, -1.82595)  -0.505
N (2.90353, -0.17273, -0.60937)  0.086
C (3.91763, -0.05822, 0.28221)  -0.287
C (3.78196, 0.01886, 1.66576)  0.053
C (2.39449, -0.36746, -2.95410)  -0.323
C (2.90485, -0.50720, -4.25082)  -0.115
C (2.03599, -0.60604, -5.31896)  -0.143
C (0.66533, -0.59895, -5.10309)  -0.129
C (0.16646, -0.48177, -3.81322)  -0.205
C (1.01059, -0.34504, -2.71815)  -0.129
H (3.34766, 0.38606, 5.56706)  0.090
H (2.82557, -0.63482, 4.23126)  0.079
H (2.80775, 1.12725, 4.06278)  0.068
H (5.53075, -0.85768, 5.69748)  0.080
H (6.52631, -1.04938, 4.25043)  0.069
H (4.96640, -1.87137, 4.36983)  0.055
H (5.44850, 1.63645, 5.52137)  0.077
H (5.00703, 2.40843, 3.99683)  0.085
H (6.54306, 1.54871, 4.14278)  0.066
H (7.06225, 0.25266, 2.45228)  0.098
H (7.30915, 0.09409, 0.03224)  0.095
H (2.78575, -0.02128, 2.07176)  0.091
H (3.97609, -0.53683, -4.41717)  0.071
H (2.42569, -0.70278, -6.32361)  0.084
H (-0.01025, -0.69308, -5.94444)  0.082
H (-0.90263, -0.51851, -3.64925)  0.070
S (-1.50758, 3.93125, -2.35578)  0.555
C (0.11938, 3.73343, -2.49929)  -0.906
N (0.59345, 2.68663, -3.28528)  0.082
C (1.87644, 2.62276, -3.67145)  -0.067
C (2.77711, 3.51486, -3.16580)  -0.035
C (2.27805, 4.43307, -2.21103)  -0.143
N (1.01483, 4.56512, -1.94125)  0.065
H (-0.04846, 1.93856, -3.52762)  0.106
H (2.13522, 1.85995, -4.38998)  0.109
H (3.81139, 3.50098, -3.46364)  0.096
H (2.94755, 5.10046, -1.68281)  0.089
C (-5.89252, 0.15301, 0.29537)  -0.418
Te (-3.79981, -0.59785, 0.36279)  1.385
C (-3.66904, -0.07097, 2.47598)  -0.411
H (-5.96415, 1.21592, 0.49663)  -0.007
H (-6.53779, -0.38519, 0.98307)  -0.016
H (-6.23917, -0.02994, -0.71652)  -0.026
H (-4.48526, -0.50017, 3.05000)  -0.006
H (-3.64828, 1.00599, 2.61796)  0.009
H (-2.72923, -0.48489, 2.82316)  -0.025
C (-1.83208, -3.12005, -1.41166)  -0.238
O (-2.23588, -1.86230, -1.07373)  -0.469
H (-1.12203, -3.54322, -0.68292)  0.082
H (-1.32861, -3.12702, -2.39401)  0.097
H (-2.68023, -3.82677, -1.49150)  0.085
Cl (1.18188, -5.86162, 2.78334)  0.535
C (2.35130, -4.60730, 2.59429)  -1.477
Cl (2.80635, -3.98206, 4.78060)  -0.104
Cl (3.90032, -5.17462, 2.07919)  0.537
C (1.89910, -3.44323, 1.99522)  -0.435
N (1.53989, -2.42268, 1.59137)  0.165

Q: Which of these has the lowest molecular weight?
A: C33H31N9O4S2W

Q: The highest strongest force on any atom belongs to which entry?
A: C33H32B2F4HfN8OPS4

Q: strongest force on any atom of number 1 (C33H31N9O4S2W)?
A: 3.0 eV/Å